{"formula": "C5H8O", "method": "the ωB97M-V functional and the def2-TZVPD basis", "charge": 0, "smiles": "C1OC[C@@H]2C[C@@H]12", "e_above_lowest_ev": 4.819, "e_homo_ev": -9.6, "homo_lumo_gap_ha": 0.392, "fmax_ev_per_a": 3.32, "species": ["C", "C", "C", "C", "C", "H", "H", "H", "H", "H", "H", "H", "H", "O"], "coordinates": [[-0.921, -1.201, 0.148], [-0.920, 1.186, -0.124], [0.449, 0.674, 0.202], [1.793, -0.006, -0.006], [0.397, -0.634, -0.380], [-0.725, -1.325, 1.209], [-1.372, -2.014, -0.359], [-1.313, 1.991, 0.629], [-1.133, 1.543, -1.140], [0.157, 0.447, 1.271], [2.399, 0.021, -0.944], [2.459, -0.159, 0.959], [0.438, -0.462, -1.389], [-1.709, -0.061, -0.075]]}